1.
A 12-piece molecular cluster, C36H72N3O18 overall, computed with wB97M-V/def2-TZVPD.

charge = -1
energy relative to the best compared isomer or geometry (same formula, charge and spin) = 328.7 kJ/mol
2S+1 = 1
electronic energy = -79795.5695 eV
frontier orbital gap = 4.05 eV

Element x y z (Å)
C  0.60196  1.09505  -0.37954
C  -0.07341  0.09546  0.48508
O  -1.06418  -0.42270  0.22971
N  0.80590  -0.65381  1.38585
H  1.76863  -0.72340  1.06283
H  0.78408  -0.11473  2.30355
C  0.34674  -2.05930  1.68461
H  1.38194  0.75797  -0.96734
H  1.21116  1.76611  0.47073
H  0.18328  1.73153  -1.13164
H  -0.72058  -1.91017  1.93530
H  0.81906  -2.45810  2.42771
H  0.57915  -2.51888  0.74580
N  4.05718  0.16438  1.45912
O  3.44308  -0.87960  1.20213
O  4.13023  0.31658  2.70673
O  3.87492  1.22614  0.84772
N  1.11866  1.59524  3.95210
O  0.85437  0.36047  4.13152
O  0.84668  2.08199  2.89299
O  2.19646  1.94953  4.59422
C  -3.99009  1.79939  -1.21523
C  -5.10248  1.19386  -0.35775
C  -6.24364  2.19090  -0.20908
O  -5.64485  0.18970  -0.99259
H  -3.15261  1.07191  -1.22362
H  -3.65337  2.54984  -0.70633
H  -4.18244  1.97430  -2.33943
H  -4.75246  0.87932  0.67473
H  -5.77408  3.15034  0.06090
H  -6.97605  1.85368  0.43323
H  -6.41587  2.46062  -1.06505
H  -4.94851  -0.49436  -1.02191
C  -2.28591  2.87614  2.17681
C  -2.13153  4.33419  1.95853
C  -2.71797  5.17608  3.12407
O  -0.68108  4.47796  2.00403
H  -2.38732  2.38358  3.20677
H  -1.70256  2.30638  1.42197
H  -3.29312  2.77652  1.74129
H  -2.50497  4.53607  0.91799
H  -2.13050  5.19772  3.94776
H  -3.73448  5.08747  3.37064
H  -2.55740  6.16973  2.91887
H  -0.35436  4.08453  2.68070
C  -1.96761  4.63830  -4.30962
C  -1.68669  5.55084  -3.08363
C  -1.83763  4.81305  -1.81816
O  -0.44944  6.17060  -3.08248
H  -1.63478  4.96233  -5.25325
H  -2.97652  4.71735  -4.48871
H  -1.56118  3.60828  -4.04267
H  -2.44369  6.20293  -3.23730
H  -2.82621  4.32384  -1.84523
H  -2.01004  5.31179  -0.88359
H  -1.10038  3.94834  -1.59772
H  -0.16342  6.68171  -3.63907
C  1.66183  3.62924  -5.24079
C  2.11916  3.63523  -3.80940
C  2.96984  4.81824  -3.33361
O  0.90439  3.54182  -2.93915
H  0.93552  4.66501  -5.32420
H  1.15449  2.79439  -5.65472
H  2.60605  3.62976  -5.95093
H  2.76861  2.78589  -3.76453
H  3.69438  4.48022  -2.49150
H  2.79446  5.92851  -3.34738
H  3.81569  4.91935  -4.14906
H  0.51597  4.37999  -3.01383
C  1.29783  -6.50705  -1.14589
C  0.55616  -6.09676  0.01175
C  1.50950  -5.30332  0.96386
O  -0.50879  -5.17743  -0.39756
H  1.96276  -5.72355  -1.46849
H  0.52038  -6.56108  -1.97785
H  1.87173  -7.47434  -0.93460
H  0.18269  -6.94006  0.54042
H  2.19853  -6.04973  1.56587
H  0.98970  -4.74757  1.65936
H  2.20618  -4.79327  0.45260
H  -1.35733  -5.65401  -1.00336
C  1.36990  -3.40671  5.63636
C  2.15934  -2.09728  5.68490
C  3.37143  -2.18538  6.50625
O  2.43696  -1.63550  4.34025
H  0.41514  -3.42161  4.93344
H  0.82406  -3.59589  6.69500
H  2.11363  -4.20537  5.21361
H  1.67069  -1.42506  6.27457
H  3.78928  -1.15753  7.07174
H  4.26510  -2.46510  5.68993
H  3.33191  -3.07399  7.14993
H  1.92291  -0.79628  4.34357
C  6.08785  1.69042  -3.55058
C  5.17710  1.07680  -2.50313
C  5.77190  -0.16735  -1.91272
O  4.72216  2.24043  -1.74661
H  5.71137  2.81308  -3.89969
H  6.12194  1.21703  -4.36870
H  7.16902  2.05295  -3.33561
H  4.27521  0.73824  -2.87290
H  5.61755  -0.94787  -2.74159
H  5.04787  -0.75160  -1.28393
H  6.58346  0.01289  -1.55649
H  4.10744  1.92296  -1.03835
C  -1.72863  -2.17050  -2.42458
C  -0.19208  -1.78818  -2.42338
C  0.09395  -0.57354  -3.19734
O  1.31629  -0.21484  -3.39358
C  -0.92424  0.18147  -3.78558
C  -2.35258  -0.17829  -3.58433
C  -2.76383  -1.39603  -2.99736
O  -3.99263  -1.68651  -2.81003
H  -1.60943  -3.18187  -1.91658
H  0.51592  -2.45144  -2.00746
H  -0.63700  1.13503  -4.26336
H  -3.14220  0.44829  -4.24119
C  -3.81126  -5.42811  2.46817
C  -4.27998  -6.77450  2.02299
C  -3.37415  -8.00387  2.46828
O  -3.63432  -9.19280  2.22728
C  -2.13422  -7.74636  3.13055
C  -1.58283  -6.34653  3.24153
C  -2.51625  -5.25206  3.05261
O  -2.14555  -4.09641  3.39433
H  -4.44869  -4.61949  1.98629
H  -5.12547  -6.98473  1.71558
H  -1.55731  -8.65655  3.28646
H  -0.57655  -6.18895  3.80938

Cartesian forces (eV/Å) of the 3 atoms listed first:
C 1.8955 3.5014 4.5513
C 4.2042 0.1391 -2.5742
O -5.8099 -1.4625 -0.5536

---

2.
A 6-piece molecular cluster, C36H73ClFO20P overall, computed with wB97M-V/def2-TZVPD.

2S+1 = 1
SMILES = O=C(F)CC1=C(P(O)Cl)C(=O)OC1=O.COCCOCCOC.COCCOCCOC.COCCOCCOC.COCCOCCOC.COCCOCCOC
electronic energy = -103986.6173 eV
frontier orbital gap = 7.73 eV

Element x y z (Å)
O  6.05764  9.80880  5.85995
C  5.12713  9.09604  5.90736
F  4.79114  8.45730  7.04440
C  4.15214  8.77655  4.79082
C  4.87131  8.27052  3.58112
C  5.12035  7.01752  3.18796
P  4.51397  5.53018  4.03336
O  5.09266  5.88307  5.51875
Cl  5.81164  4.08995  3.38254
C  5.89420  7.11168  1.89489
O  6.48541  6.28308  1.28898
O  5.86529  8.43748  1.49021
C  5.44671  9.20227  2.56056
O  5.57618  10.37957  2.59978
H  3.64791  9.71368  4.54116
H  3.43566  8.03704  5.14483
H  4.71511  5.25542  6.15147
C  5.33859  1.51248  0.96450
O  3.93327  1.43337  0.86468
C  3.39926  1.84764  -0.37697
C  2.30808  0.92758  -0.87819
O  2.74052  -0.35781  -1.29077
C  3.15458  -1.28102  -0.29535
C  2.06373  -1.78552  0.62573
O  1.62039  -0.78238  1.52150
C  0.22182  -0.73664  1.70846
H  5.65929  2.52998  1.20419
H  5.64493  0.84930  1.77428
H  5.83638  1.18462  0.04584
H  4.19064  1.91820  -1.13166
H  2.95638  2.84715  -0.26469
H  1.91656  1.38919  -1.78894
H  1.48627  0.86831  -0.16280
H  3.98827  -0.88677  0.29021
H  3.52231  -2.14407  -0.85614
H  2.47180  -2.62282  1.20786
H  1.22701  -2.16802  0.03265
H  -0.31462  -0.85681  0.76106
H  -0.02014  0.24085  2.12571
H  -0.11861  -1.50846  2.40699
C  -5.01227  -2.64710  -1.20649
O  -3.75809  -3.24435  -1.43732
C  -3.80231  -4.56186  -1.95075
C  -2.83631  -4.75942  -3.10116
O  -3.15946  -4.06439  -4.29638
C  -3.06104  -2.64775  -4.29784
C  -1.66248  -2.09185  -4.13015
O  -1.19061  -2.28682  -2.81101
C  0.13887  -2.73409  -2.69622
H  -5.42776  -2.94007  -0.23590
H  -4.87263  -1.56543  -1.21013
H  -5.73086  -2.90133  -1.99324
H  -4.81613  -4.81155  -2.28444
H  -3.52638  -5.26894  -1.15741
H  -2.87370  -5.82019  -3.36237
H  -1.81476  -4.54481  -2.78536
H  -3.73805  -2.20559  -3.56488
H  -3.41467  -2.34606  -5.28719
H  -1.68716  -1.01151  -4.32662
H  -0.99165  -2.55718  -4.86222
H  0.37370  -3.48478  -3.45951
H  0.23775  -3.20614  -1.71823
H  0.85414  -1.90691  -2.76227
C  -4.52459  1.54466  -3.23605
O  -5.06437  1.81169  -1.96356
C  -4.16784  2.41362  -1.04901
C  -4.80512  3.55734  -0.29234
O  -5.07576  4.70921  -1.07043
C  -6.16477  4.68377  -1.97680
C  -7.53370  4.71358  -1.33526
O  -7.85320  3.48680  -0.70645
C  -8.48826  3.61061  0.54442
H  -3.95238  0.60905  -3.23756
H  -5.35339  1.44190  -3.93648
H  -3.88266  2.35778  -3.59121
H  -3.27238  2.77585  -1.56637
H  -3.84764  1.66349  -0.31291
H  -4.06787  3.88896  0.44396
H  -5.68772  3.21613  0.25285
H  -6.08966  3.85180  -2.68026
H  -6.06777  5.61242  -2.54489
H  -8.26727  4.91126  -2.12867
H  -7.58049  5.54096  -0.61803
H  -8.02473  4.39378  1.15424
H  -8.38109  2.65779  1.06133
H  -9.55588  3.83321  0.43738
C  3.30017  0.40861  4.20583
O  2.56908  0.58189  5.40521
C  3.25218  1.28859  6.41570
C  2.39041  2.34702  7.06999
O  2.07489  3.44221  6.22616
C  1.14458  3.26350  5.16933
C  -0.28986  3.07579  5.60612
O  -0.50648  1.80732  6.19109
C  -1.32969  1.81422  7.33394
H  4.01762  -0.41578  4.28966
H  2.59824  0.17514  3.40867
H  3.84061  1.32096  3.92898
H  4.15149  1.76593  6.00634
H  3.57558  0.58951  7.19983
H  2.99041  2.77855  7.87628
H  1.49645  1.91306  7.52209
H  1.45205  2.46518  4.49106
H  1.18265  4.20409  4.61345
H  -0.92049  3.17172  4.71139
H  -0.56699  3.87669  6.30160
H  -1.08642  2.65014  7.99908
H  -1.15422  0.88147  7.86814
H  -2.39139  1.87243  7.06905
C  0.53070  -5.22387  -6.35320
O  1.28177  -6.35308  -5.97220
C  1.78981  -6.31175  -4.65362
C  1.57664  -7.62082  -3.92144
O  0.22936  -7.93487  -3.60983
C  -0.64745  -8.27557  -4.67050
C  -0.35860  -9.58080  -5.37911
O  0.80018  -9.51484  -6.18656
C  1.62636  -10.65327  -6.12882
H  1.17487  -4.38330  -6.63658
H  -0.07296  -5.50641  -7.21493
H  -0.14506  -4.89970  -5.55278
H  1.32684  -5.49582  -4.08674
H  2.87052  -6.12026  -4.69262
H  2.07137  -7.52955  -2.95125
H  2.06298  -8.43468  -4.46390
H  -0.72027  -7.46293  -5.39592
H  -1.62915  -8.38548  -4.20297
H  -1.22438  -9.80255  -6.01777
H  -0.26955  -10.38472  -4.63887
H  1.73767  -11.01774  -5.10151
H  2.60738  -10.36416  -6.50379
H  1.23936  -11.46816  -6.75113

Cartesian forces (eV/Å) of the 3 atoms listed first:
O 0.3744 0.1893 -0.0160
C -0.3139 -0.2275 -0.0661
F -0.0633 0.0460 0.1079

---

3.
A 5-piece molecular cluster, C36H73F3N3O14S2Si overall, computed with wB97M-V/def2-TZVPD.

charge = +1
2S+1 = 1
electronic energy = -109343.8123 eV
frontier orbital gap = 8.36 eV

Element x y z (Å)
C  3.98790  -0.03326  1.50647
C  3.42225  1.45512  1.53472
C  1.90131  1.58608  1.98048
C  0.87758  1.75250  0.74056
C  1.07405  3.12107  -0.03286
N  0.52721  3.13338  -1.43006
C  1.46596  2.76688  -2.51626
C  2.28096  1.42303  -2.28625
C  1.50263  0.12270  -2.80233
F  0.34213  -0.14355  -2.09372
F  2.36490  -0.95881  -2.54640
F  1.31563  0.27765  -4.16784
C  -0.72726  3.51142  -1.63055
N  -1.25349  3.58814  -2.98617
C  -2.48659  2.78348  -3.18014
C  -2.30624  1.22452  -2.98433
C  -3.79054  0.58986  -3.04989
C  -3.83221  -0.93925  -2.62487
C  -3.51965  -1.20580  -1.08877
C  -2.98351  -2.71290  -0.85202
O  -1.79830  -2.65043  -0.01136
C  -2.16638  -2.32726  1.34969
C  -1.44229  5.03385  -3.29426
C  -1.81497  5.92875  -2.02148
S  -0.33502  6.91650  -1.40204
S  -3.12057  7.14469  -2.56080
C  -2.41420  5.08341  -0.81219
N  -1.55807  3.90276  -0.51166
C  -2.30969  2.76873  0.09151
C  -2.57461  2.89783  1.64659
O  -3.17321  4.14510  2.05189
Si  -4.89873  4.07585  2.14240
C  -5.59464  3.46743  3.80933
C  -5.74206  3.06446  0.76049
C  -5.50641  5.90058  1.91194
H  3.38078  -0.76475  0.89586
H  4.21150  -0.40459  2.56272
H  5.01462  0.02065  1.00225
H  3.67940  1.93725  0.54384
H  4.03733  2.01479  2.32006
H  1.70961  2.35891  2.78932
H  1.61069  0.58268  2.44994
H  -0.15428  1.61517  1.19933
H  1.06142  0.82923  0.09339
H  0.73728  4.02704  0.57317
H  2.20258  3.26567  -0.15763
H  2.24325  3.60611  -2.56018
H  1.00966  2.71684  -3.54558
H  2.69575  1.28144  -1.24720
H  3.19234  1.48814  -2.97396
H  -3.35986  3.19478  -2.55995
H  -2.80967  2.94157  -4.26575
H  -1.89448  0.91218  -1.97956
H  -1.66403  0.72487  -3.77707
H  -4.30413  0.81830  -4.03777
H  -4.39633  1.16114  -2.25912
H  -3.19883  -1.54294  -3.34685
H  -4.90988  -1.28760  -2.79489
H  -4.46570  -1.10507  -0.45276
H  -2.73754  -0.50545  -0.66017
H  -3.77570  -3.38339  -0.39174
H  -2.66925  -3.13131  -1.86515
H  -3.29660  -2.19965  1.47915
H  -1.70812  -1.32008  1.60113
H  -1.79908  -3.12217  2.08239
H  -2.14978  5.17674  -4.16993
H  -0.42947  5.42724  -3.66235
H  -0.48222  7.07550  -0.02227
H  -2.38930  8.11618  -3.23062
H  -3.47307  4.78573  -1.09937
H  -2.43539  5.75300  0.11086
H  -3.31305  2.71045  -0.46152
H  -1.83001  1.74863  -0.07819
H  -3.28187  2.05033  1.95326
H  -1.63480  2.76141  2.27826
H  -5.60851  2.32316  3.81008
H  -5.04070  3.90562  4.68989
H  -6.69758  3.76914  3.85950
H  -6.85826  3.02210  0.94928
H  -5.59933  3.57737  -0.25377
H  -5.34264  2.00309  0.63453
H  -4.64210  6.59326  1.62268
H  -6.23711  5.96377  1.03803
H  -6.04247  6.28802  2.82758
C  7.10902  4.89402  4.32411
O  6.83481  5.98581  3.44622
C  5.83109  5.76373  2.59071
O  5.17481  4.75515  2.51404
O  5.68224  6.85939  1.83287
C  4.63906  6.76496  0.86742
H  7.93706  5.18740  4.96827
H  6.24246  4.67678  4.95111
H  7.40709  4.00976  3.75796
H  3.67313  6.62231  1.35642
H  4.83835  5.95499  0.16266
H  4.61222  7.70433  0.31601
C  6.96761  -5.68438  1.62166
O  6.30213  -5.57788  0.36135
C  5.51896  -4.49743  0.24573
O  5.34614  -3.65417  1.08812
O  4.96045  -4.51860  -0.97263
C  4.09431  -3.41728  -1.23349
H  7.57074  -6.59113  1.60381
H  7.63016  -4.83179  1.78019
H  6.24346  -5.76690  2.43394
H  4.64436  -2.47527  -1.18494
H  3.25673  -3.41168  -0.53321
H  3.69967  -3.53476  -2.24226
C  -5.79480  -6.95445  -1.01174
O  -7.19643  -6.68887  -0.99843
C  -7.51591  -5.44323  -0.62571
O  -6.73868  -4.57503  -0.31647
O  -8.84990  -5.33077  -0.65657
C  -9.33770  -4.04471  -0.27933
H  -5.65682  -7.98802  -1.32728
H  -5.28599  -6.30351  -1.72526
H  -5.37087  -6.83780  -0.01268
H  -8.97053  -3.27742  -0.96351
H  -9.05524  -3.81178  0.74895
H  -10.42505  -4.07182  -0.34154
C  6.22062  -8.58836  -0.33667
O  6.90724  -9.83899  -0.37109
C  6.84316  -10.53025  0.77471
O  6.27492  -10.18406  1.77897
O  7.52185  -11.67334  0.60832
C  7.53779  -12.51636  1.75920
H  6.33804  -8.11625  -1.31143
H  5.15527  -8.73907  -0.15199
H  6.65263  -7.93460  0.41651
H  6.52477  -12.82161  2.02730
H  8.02389  -12.01462  2.59781
H  8.11271  -13.40740  1.50894

Cartesian forces (eV/Å) of the 3 atoms listed first:
C 1.0130 0.5664 -0.1338
C 0.5538 -0.0201 1.0879
C -0.4319 -0.7840 -0.5726

---

Which value of electronic energy does entry 3 give?
-109343.8123 eV

---

Which of these has the lowest frontier orbital gap?
C36H72N3O18